No. 1
ORCA calculation (ωB97M-V/def2-TZVPD) on 2 unconnected molecules or ions with the total composition CHO4S in a non-equilibrium geometry.

Element x y z (Å)
C  0.688991  -1.259072  0.991520
O  0.540801  0.987354  -1.697525
O  0.601058  -1.417544  2.215105
O  -1.787018  0.218364  -1.091204
O  -0.766483  2.177906  0.096242
S  -0.573238  0.970173  -0.725260
H  1.295887  -1.677180  0.211122

Forces on the atoms, in the same order (eV/Å):
C -2.2348 1.6620 4.2993
O -0.9780 0.4026 0.0842
O 0.9174 -0.0783 -4.4032
O 0.4413 0.8891 -0.4143
O -0.0777 -0.2863 -0.9680
S 0.8996 -1.6184 1.6622
H 1.0322 -0.9707 -0.2603

Values from the calculation:
* charge: -1
* E: -737.8117 hartree
* lowest unoccupied orbital energy (alpha / beta): 3.951 / 3.966 eV

=====

No. 2
ORCA calculation (ωB97M-V/def2-TZVPD) on a gas-phase ion, CHO4S (charge -1) in a non-equilibrium geometry.

Element x y z (Å)
O  1.928763  0.454057  -0.453064
C  0.917172  0.703222  0.085694
S  -0.680674  -0.579069  -0.035945
O  -0.923711  -0.487579  -1.485789
O  -0.334376  -1.892294  0.538106
O  -1.739566  0.045784  0.731917
H  0.832393  1.755877  0.619081

Forces on the atoms, in the same order (eV/Å):
O 1.4630 -0.5064 -0.7651
C -2.2166 0.3009 1.1196
S 0.0259 0.2893 -0.1733
O 0.7045 -0.4929 0.9175
O 0.5881 1.1814 -1.0262
O 0.0154 0.7403 0.4031
H -0.5804 -1.5126 -0.4756

Values from the calculation:
* charge: -1
* E: -737.8962 hartree
* lowest unoccupied orbital energy: 4.109 eV
* SMILES string: O=CS(=O)(=O)[O-]

=====

No. 3
ORCA calculation (ωB97M-V/def2-TZVPD) on a molecular structure, CI2NO2 in a non-equilibrium geometry.

Element x y z (Å)
C  -1.437081  -0.470867  -0.102596
N  0.998385  0.462568  0.699645
O  -1.972346  -0.434711  0.923214
O  -0.869702  -0.703776  -1.093732
I  2.006496  -1.149056  -0.180744
I  1.274246  2.295840  -0.245786

Forces on the atoms, in the same order (eV/Å):
C 1.6516 -1.1569 -0.4389
N -0.0721 -0.1606 0.2739
O -0.7114 0.5721 0.2344
O -1.3749 0.6091 -0.0459
I 0.3897 0.3658 0.1020
I 0.1171 -0.2295 -0.1255

Values from the calculation:
* charge: -1
* E: -838.7536 hartree
* lowest unoccupied orbital energy: 3.212 eV